A structure of composition C32H34Cl2InN8O2PS, computed with wB97M-V/def2-TZVPD.

The net charge is +2. The calculation puts the frontier orbital gap at 6.0 eV. Its lowest unoccupied orbital energy is -0.2074 Eh.

CARTESIAN COORDINATES (ANGSTROEM)
In  11.21  11.42  10.14
C  12.26  7.18  6.25
N  11.79  7.83  7.52
C  11.47  7.20  8.70
C  11.28  8.14  9.70
N  11.59  9.38  9.18
C  11.76  9.21  7.83
P  11.98  10.60  6.68
C  13.17  11.60  7.69
N  13.07  11.82  9.04
C  14.34  12.22  9.48
C  15.20  12.32  8.39
N  14.48  11.87  7.26
C  15.04  11.77  5.91
C  10.46  11.56  7.13
N  10.06  11.96  8.36
C  8.74  12.43  8.22
C  8.36  12.34  6.93
N  9.46  11.75  6.23
C  9.51  11.63  4.76
H  12.38  6.11  6.40
H  11.47  7.34  5.48
H  13.21  7.61  5.91
H  11.23  6.17  8.79
H  11.11  8.00  10.78
H  14.55  12.19  10.54
H  16.26  12.67  8.41
H  15.93  12.40  5.76
H  15.34  10.74  5.66
H  14.28  12.03  5.16
H  8.26  12.89  9.09
H  7.46  12.63  6.48
H  10.44  12.06  4.37
H  9.47  10.56  4.48
H  8.69  12.23  4.30
Cl  10.05  9.94  14.07
C  8.74  9.39  13.06
C  7.60  8.84  13.64
C  6.74  8.12  12.81
Cl  5.50  7.12  13.54
C  6.90  7.95  11.43
C  6.13  7.15  10.57
C  6.41  7.08  9.21
C  7.45  7.91  8.73
N  8.14  8.75  9.47
C  7.95  8.67  10.81
C  8.78  9.53  11.66
O  9.50  10.49  11.10
H  7.38  8.84  14.76
H  5.34  6.58  11.07
H  5.85  6.49  8.50
H  7.62  7.99  7.62
S  10.02  14.17  13.62
C  10.23  12.87  12.55
N  10.84  13.17  11.46
C  11.07  14.58  11.35
C  11.57  15.28  10.25
C  11.70  16.64  10.27
C  11.36  17.36  11.44
C  10.86  16.69  12.57
C  10.67  15.28  12.48
H  10.02  11.86  12.89
H  12.04  14.69  9.44
H  12.06  17.21  9.34
H  11.62  18.44  11.46
H  10.67  17.21  13.49
C  15.16  7.96  13.13
C  15.77  9.37  12.94
O  14.83  10.40  13.16
C  14.71  10.71  14.58
C  13.59  11.76  14.77
H  15.87  7.18  12.75
H  14.23  7.94  12.54
H  15.00  7.75  14.20
H  16.17  9.51  11.92
H  16.62  9.49  13.65
H  15.64  10.98  15.03
H  14.41  9.79  15.05
H  13.41  12.24  13.84
H  13.85  12.43  15.61
H  12.64  11.26  15.09



A cluster of 3 separate species, C5H15N3 in total, computed with wB97M-V/def2-TZVPD.

The net charge is 0. The calculation puts the frontier orbital gap at 9.4 eV. Its lowest unoccupied orbital energy is 0.0243 Eh.

CARTESIAN COORDINATES (ANGSTROEM)
C  1.00  0.95  -1.83
C  -0.21  1.85  -1.67
C  0.83  -0.11  -2.90
N  1.04  -0.51  0.40
N  1.45  -1.67  0.22
H  1.24  0.46  -0.79
H  1.89  1.56  -2.03
H  0.82  -2.44  -0.11
H  2.43  -1.97  0.38
H  -0.38  2.44  -2.57
H  -0.08  2.54  -0.84
H  -1.10  1.25  -1.47
H  0.73  0.34  -3.88
H  -0.05  -0.72  -2.70
H  1.69  -0.78  -2.90
C  -1.52  -0.67  3.75
C  -1.17  -0.31  2.36
N  -2.02  0.05  1.51
H  -1.63  0.38  0.63
H  -0.09  -0.30  2.05
H  -1.24  -1.69  4.02
H  -1.03  0.01  4.45
H  -2.60  -0.65  3.93